Record 1
65
Properties=species:S:1:pos:R:3:forces:R:3:lowdin_charge:R:1 method="wB97M-V/def2-TZVPD" orbital_gap_ev=4.18 multiplicity=1 e_homo_ev=-6.85 e_tot_ev=-40841.1800
C -3.85114 0.97810 -2.06805 0.0 0.0 0.1 -0.097
C -3.10227 1.54472 -1.02970 0.0 0.0 -0.1 -0.084
C -1.98924 0.87730 -0.53391 -0.1 -0.6 -0.4 -0.025
C -1.62888 -0.36684 -1.06631 -0.2 0.0 -0.3 -0.196
C -0.44733 -1.09211 -0.57562 0.8 -0.3 -0.1 -0.099
C 0.82529 -0.66122 -1.11743 -1.3 -0.3 0.7 -0.388
C 1.98824 -1.61991 -1.11865 0.0 0.5 -0.3 -0.163
C 1.97983 -2.52360 -2.17890 0.6 -0.1 -0.1 -0.024
C 3.16978 -3.15930 -2.54160 0.0 0.1 0.4 -0.075
C 4.33030 -2.93634 -1.79042 -0.2 0.0 0.1 -0.096
C 4.29023 -2.11363 -0.65711 -0.1 0.1 0.1 -0.082
C 3.11520 -1.43610 -0.31592 0.1 -0.5 -0.6 -0.036
O 0.94773 0.42490 -1.69923 0.5 -0.1 0.1 0.054
C -0.56852 -2.40814 0.03624 0.1 0.1 0.6 -0.342
C -1.81609 -3.23387 -0.28134 0.3 -0.2 0.4 -0.168
C -3.04385 -2.89342 0.28919 -0.2 -0.1 -0.4 -0.040
C -4.21014 -3.55403 -0.11586 0.3 -0.1 0.1 -0.079
C -4.12941 -4.60106 -1.04169 0.1 0.1 0.1 -0.097
C -2.88152 -5.01111 -1.52863 0.0 0.2 0.2 -0.085
C -1.71890 -4.34409 -1.12950 -0.3 0.3 -0.1 -0.034
O 0.28204 -2.84953 0.81981 -0.4 0.0 -0.5 0.045
C -2.35988 -0.91348 -2.13353 0.0 0.3 0.2 -0.025
C -3.46777 -0.24266 -2.63481 0.1 0.1 0.2 -0.076
H -4.74587 1.48653 -2.42485 0.2 -0.1 0.0 0.095
H -3.36814 2.50812 -0.59364 -0.1 -0.2 -0.2 0.097
H -1.37172 1.27563 0.27373 -0.4 0.0 -0.2 0.082
H 1.05587 -2.68104 -2.74654 0.4 0.2 0.1 0.124
H 3.18392 -3.80804 -3.41536 0.1 0.1 0.2 0.100
H 5.26724 -3.41342 -2.08136 -0.3 0.1 0.1 0.097
H 5.18435 -1.97573 -0.04331 -0.2 -0.1 -0.2 0.100
H 3.06566 -0.78292 0.55869 0.1 -0.2 -0.3 0.101
H -3.07543 -2.08882 1.02617 -0.1 -0.1 -0.3 0.120
H -5.17758 -3.24347 0.28711 0.3 -0.2 -0.1 0.102
H -5.04173 -5.10051 -1.37794 0.3 0.1 0.1 0.098
H -2.81585 -5.84083 -2.23513 0.0 0.2 0.3 0.101
H -0.73805 -4.65753 -1.49432 -0.3 0.1 0.0 0.118
H -2.03167 -1.87484 -2.54522 -0.2 0.5 0.1 0.123
H -4.01386 -0.68257 -3.46887 0.0 0.2 0.2 0.102
C 2.70270 5.70100 -1.41275 0.2 0.3 -0.1 -0.047
C 2.16039 4.49286 -0.71787 -0.1 -0.5 0.0 -0.251
C 2.91982 3.31733 -0.62445 -0.1 0.3 0.1 -0.012
C 2.43481 2.21567 0.05459 -0.5 -0.7 0.0 0.010
C 1.16467 2.24179 0.68557 0.0 0.9 -0.4 -0.209
C 0.67858 1.12849 1.45991 0.8 0.1 0.0 0.102
C 0.26770 1.24141 2.80997 -1.0 0.2 0.7 -0.180
C -0.22571 0.09052 3.50090 0.4 0.3 -0.3 0.024
C -0.41814 0.13192 4.87259 -0.1 0.1 0.1 -0.056
C -0.16969 1.31230 5.59241 0.0 0.0 -0.5 -0.043
C 0.21640 2.47921 4.91466 -0.1 -0.1 -0.1 -0.061
C 0.40283 2.46157 3.54128 0.0 -0.4 0.0 0.006
C 0.40655 3.44042 0.57368 0.1 -0.2 0.2 -0.026
C 0.88094 4.52463 -0.14706 0.0 -0.1 0.2 -0.021
H 2.24294 6.61053 -1.01422 0.1 -0.1 -0.1 0.080
H 3.78436 5.76500 -1.26100 -0.1 0.0 -0.1 0.083
H 2.51692 5.68640 -2.49405 0.0 -0.1 0.2 0.094
H 3.90200 3.28238 -1.10171 -0.3 0.0 0.2 0.125
H 3.03497 1.31006 0.14298 -0.2 0.3 -0.2 0.105
H 0.75474 0.11744 1.05421 0.3 0.1 0.1 0.103
H -0.42764 -0.81231 2.91708 0.2 0.2 0.2 0.127
H -0.77153 -0.75486 5.40023 0.1 0.2 -0.2 0.114
H -0.30142 1.32479 6.67392 0.0 0.0 -0.3 0.112
H 0.36842 3.41107 5.45818 -0.1 -0.3 -0.1 0.111
H 0.67574 3.37598 3.01513 0.2 -0.3 0.2 0.113
H -0.56734 3.49180 1.06525 0.2 0.0 -0.3 0.123
H 0.27515 5.42740 -0.26563 0.1 -0.3 0.1 0.121

Record 2
77
Properties=species:S:1:pos:R:3:forces:R:3:lowdin_charge:R:1 method="wB97M-V/def2-TZVPD" orbital_gap_ev="6.43 / 6.43" multiplicity=1 e_homo_ev="-7.53 / -7.53" e_tot_ev=-161409.8076
Rh 0.63376 -0.51745 -0.27267 -0.3 -0.4 -0.1 0.461
C 2.87773 -0.06178 2.40277 0.0 0.1 -0.1 -0.069
C 1.78130 0.77720 1.83797 0.0 -0.1 0.1 -0.322
N 1.79368 1.03082 0.54913 0.1 0.5 -0.1 -0.095
N 1.22307 2.28276 0.24885 0.1 0.0 -0.1 -0.051
C 0.60984 2.36370 -0.86584 -0.1 -0.1 0.1 -1.067
S 0.23796 0.99966 -1.88413 0.1 0.2 0.0 0.649
S 0.00935 3.88895 -1.47835 0.0 0.0 -0.1 0.923
C 0.88925 5.09103 -0.43866 0.1 0.1 0.0 -0.413
C 0.03444 5.73224 0.62028 0.0 0.0 0.0 -0.291
C -0.35303 5.02108 1.75542 0.0 0.0 -0.1 -0.032
C -1.14440 5.62275 2.72013 0.0 0.0 0.0 -0.075
C -1.55794 6.94087 2.56712 0.0 0.0 0.0 -0.095
C -1.17444 7.65415 1.44231 0.0 0.0 0.0 -0.089
C -0.38193 7.05024 0.47499 0.0 0.0 0.0 -0.053
C 0.69834 1.27968 2.64727 0.0 -0.2 0.0 -0.161
C 0.83994 1.73399 3.96542 0.0 0.0 0.0 -0.039
C -0.25594 2.09480 4.71252 0.0 0.0 0.0 -0.099
C -1.53107 1.97017 4.13734 0.0 0.0 0.0 -0.099
C -1.70234 1.47164 2.86995 0.0 0.1 0.0 -0.020
C -0.59519 1.07038 2.08100 -0.1 0.2 -0.1 -0.373
O -0.81379 0.49521 0.93642 0.0 -0.1 0.1 -0.239
H 3.63689 0.63219 2.78206 0.0 0.0 0.0 0.100
H 3.35457 -0.64916 1.61861 0.0 0.0 0.0 0.063
H 2.55102 -0.69462 3.22434 0.0 0.0 0.0 0.060
H 1.26368 5.84137 -1.13492 0.0 0.0 0.1 0.071
H 1.73777 4.56479 -0.00456 0.0 0.0 0.0 0.077
H -0.02904 3.99515 1.87400 0.0 -0.1 0.0 0.095
H -1.43747 5.05745 3.59596 0.0 0.0 0.0 0.094
H -2.17630 7.40888 3.32247 0.0 0.0 0.0 0.098
H -1.49228 8.68102 1.31436 0.0 0.0 0.0 0.100
H -0.08550 7.61037 -0.40471 0.0 0.0 0.0 0.109
H 1.83842 1.84365 4.37385 0.0 0.0 0.0 0.117
H -0.14142 2.48618 5.71368 0.0 0.0 0.0 0.098
H -2.40271 2.26163 4.71258 0.0 0.0 0.0 0.107
H -2.68738 1.35610 2.43680 0.0 0.0 0.0 0.122
S 2.34606 -1.45748 -1.45798 0.0 0.1 0.0 0.555
C 1.30997 -2.21261 -2.64838 -0.1 -0.1 0.0 -0.763
N 1.68834 -2.67926 -3.79544 0.0 0.0 0.0 0.070
N 2.95318 -2.51853 -4.12213 -0.1 0.0 0.1 -0.001
C 3.43091 -2.91250 -5.37774 0.0 0.0 0.0 -0.233
C 2.63088 -3.61278 -6.27389 0.0 0.0 0.0 -0.029
C 3.15806 -3.99138 -7.49803 0.0 0.0 0.0 -0.087
C 4.46778 -3.68290 -7.83897 0.0 0.0 0.0 -0.101
C 5.25702 -2.98295 -6.93714 0.0 0.0 0.0 -0.091
C 4.74484 -2.59731 -5.71013 0.0 0.0 0.0 -0.035
N -0.03519 -2.40420 -2.40798 0.0 0.0 0.0 0.057
N -0.54067 -1.84034 -1.41549 0.2 0.0 0.1 -0.127
C -1.91834 -2.20062 -1.18569 0.0 0.0 0.0 -0.242
C -2.53143 -3.18317 -1.96404 0.0 0.0 0.0 -0.034
C -3.83985 -3.53612 -1.70073 0.0 0.0 0.0 -0.083
C -4.54051 -2.92832 -0.66286 0.0 0.0 0.0 -0.082
C -3.92169 -1.95542 0.10171 0.0 0.0 0.0 -0.071
C -2.60861 -1.58116 -0.15860 0.0 0.0 0.0 -0.027
H 3.54143 -1.93563 -3.53286 0.0 0.0 0.0 0.084
H 1.61147 -3.84962 -6.00735 0.0 0.0 0.0 0.102
H 2.53260 -4.53499 -8.19427 0.0 0.0 0.0 0.103
H 4.86844 -3.98315 -8.79742 0.0 0.0 0.0 0.099
H 6.27931 -2.73204 -7.18794 0.0 0.0 0.0 0.103
H 5.36146 -2.04848 -5.00777 0.0 0.0 0.0 0.111
H -1.98087 -3.66326 -2.75894 0.0 0.0 0.0 0.107
H -4.31608 -4.29826 -2.30330 0.0 0.0 0.0 0.105
H -5.56390 -3.21530 -0.45892 0.0 0.0 0.0 0.104
H -4.45693 -1.47159 0.90908 0.0 0.0 0.0 0.109
H -2.13178 -0.80591 0.42514 0.0 0.0 0.0 0.077
Br -1.61493 -5.19821 1.25145 0.0 0.0 0.0 0.755
C -1.84677 -3.77237 2.46514 0.0 0.0 0.0 -0.741
C -3.00707 -3.75499 3.22546 0.0 0.0 0.0 -0.134
C -3.22460 -2.73312 4.13585 0.0 0.0 0.0 -0.069
C -2.28261 -1.72970 4.29579 0.0 0.0 0.0 -0.064
C -1.11956 -1.74536 3.54248 0.0 0.0 0.0 -0.132
C -0.90430 -2.76151 2.62155 0.0 0.0 0.0 -0.664
I 0.85467 -2.72215 1.49012 0.0 -0.1 0.1 1.196
H -3.73315 -4.54547 3.09716 0.0 0.0 0.0 0.102
H -4.13382 -2.72755 4.72209 0.0 0.0 0.0 0.109
H -2.44415 -0.92341 4.99811 0.0 0.0 0.0 0.108
H -0.38849 -0.95795 3.66905 0.0 0.0 0.0 0.091

Record 3
79
Properties=species:S:1:pos:R:3:forces:R:3:lowdin_charge:R:1 method="wB97M-V/def2-TZVPD" orbital_gap_ev="7.92 / 4.34" multiplicity=6 e_homo_ev="-15.30 / -15.46" charge=+3 e_tot_ev=-118384.9098
Ir 0.18120 0.02130 -0.15760 -2.6 -0.2 -1.9 1.236
N 4.78940 -1.39180 6.81760 -0.6 0.3 -0.7 0.298
C 3.99460 -1.11840 5.78360 0.3 -0.2 0.4 -0.222
C 2.69130 -1.67900 5.71290 -0.7 -0.2 -0.2 0.067
C 1.87170 -1.39890 4.64510 -0.1 -0.3 0.5 0.005
C 2.32470 -0.55160 3.63580 0.0 0.2 -0.1 -0.197
C 3.60570 -0.00660 3.67110 0.5 0.2 0.2 -0.007
C 4.43800 -0.27760 4.72980 0.1 0.3 -0.5 0.068
S 1.27160 -0.15050 2.26180 -0.9 -1.4 -0.7 0.558
O 1.94520 0.81670 1.41270 0.6 0.2 0.6 -0.401
O -0.06370 0.22020 2.65800 0.3 0.1 1.0 -0.275
N 1.13870 -1.49330 1.33240 2.1 2.3 0.0 -0.140
C 0.00680 -2.21210 1.43820 -2.8 -1.9 0.3 -0.537
N -0.93510 -1.89870 0.52180 1.1 0.8 0.2 -0.001
C -2.08000 -2.55830 0.50530 -0.8 -0.4 -0.1 -0.090
C -2.34160 -3.57390 1.41010 0.4 0.3 -0.1 0.014
C -1.32670 -3.83190 2.32850 -0.8 -0.3 -0.2 -0.067
N -0.19530 -3.16270 2.33470 1.5 0.6 0.4 0.158
H 4.47220 -1.98900 7.56750 0.1 -0.1 0.2 0.160
H 5.70660 -0.97620 6.88850 0.2 0.0 0.1 0.159
H 2.34790 -2.31860 6.51310 -0.1 -0.1 0.0 0.143
H 0.88150 -1.82240 4.58340 -0.1 -0.1 0.1 0.126
H 3.91910 0.64060 2.86800 0.1 0.1 0.0 0.090
H 5.42750 0.15120 4.76910 0.1 0.1 0.0 0.142
H -2.80040 -2.25780 -0.24690 0.0 0.0 0.0 0.122
H -3.27580 -4.11140 1.40630 0.0 0.0 0.0 0.123
H -1.42350 -4.59660 3.09050 -0.1 0.0 0.0 0.131
C -2.81310 3.85360 1.02160 0.1 -0.1 0.0 -0.007
C -1.44050 4.03790 0.94990 0.1 -0.2 -0.1 -0.010
C -0.63640 2.96530 0.59310 0.1 0.7 0.2 -0.112
N -1.14830 1.77460 0.30300 0.7 -0.9 -0.1 -0.109
C -2.46140 1.57870 0.38950 -0.7 0.1 0.0 -0.134
C -3.33070 2.59570 0.74760 0.2 -0.2 -0.1 -0.009
H -3.46760 4.67260 1.28530 0.0 0.0 0.0 0.130
H -0.99090 4.99270 1.16690 0.1 0.1 0.0 0.123
H 0.44020 3.06290 0.53900 0.0 0.0 0.0 0.116
H -2.82820 0.58830 0.15150 0.0 0.0 0.0 0.098
H -4.38890 2.39730 0.80710 -0.1 0.0 0.0 0.124
Cl 4.59600 -1.36740 -0.16530 0.0 0.5 -0.2 0.664
C 4.37230 0.25330 -0.91000 1.8 -0.2 0.2 -1.527
Cl 4.71570 1.55690 0.24730 0.1 -0.2 -0.2 0.699
Cl 5.39970 0.42870 -2.36210 -0.5 0.1 0.7 0.719
C 2.98840 0.34100 -1.25020 -1.9 0.2 -0.7 -0.348
N 1.85120 0.38350 -1.45410 1.8 0.1 0.1 0.041
S -1.07260 -0.33880 -2.32340 0.8 0.1 0.9 0.157
Sb 0.01180 0.02390 -4.43260 -0.8 -0.1 -0.7 1.448
C -0.81420 1.94950 -5.01620 0.7 -1.0 0.4 -0.348
C -0.07940 2.93500 -5.64690 0.1 0.2 -0.1 -0.109
C -0.71030 4.13440 -5.95330 0.2 -0.1 -0.1 -0.051
C -2.04030 4.33170 -5.62580 0.0 0.0 0.0 -0.043
C -2.76100 3.32630 -5.00230 -0.1 -0.1 0.1 -0.053
C -2.15230 2.12070 -4.69670 0.0 -0.1 0.1 -0.155
C 2.13160 -0.41620 -4.69600 -1.1 0.3 0.2 -0.335
C 2.71790 -1.44410 -3.97650 0.0 -0.1 0.1 -0.162
C 4.02530 -1.80090 -4.26990 -0.1 -0.1 0.0 -0.105
C 4.72760 -1.13990 -5.26670 -0.1 0.0 0.0 -0.075
C 4.12700 -0.10880 -5.96950 0.1 0.0 0.0 -0.048
C 2.81780 0.25500 -5.69340 -0.1 0.2 0.0 -0.108
C -1.23330 -1.43230 -5.42490 0.9 0.7 0.4 -0.375
C -1.05460 -2.76530 -5.09860 0.0 -0.2 0.0 -0.138
C -1.87280 -3.71410 -5.69300 0.1 0.0 0.3 -0.057
C -2.85490 -3.31760 -6.58450 -0.2 0.0 -0.1 -0.046
C -3.02070 -1.97940 -6.90190 0.0 0.1 0.1 -0.047
C -2.20540 -1.01990 -6.31490 -0.1 0.1 -0.2 -0.112
H 0.96030 2.79440 -5.90870 0.0 0.0 0.0 0.091
H -0.15010 4.91080 -6.44920 0.0 0.1 -0.1 0.119
H -2.51730 5.27060 -5.86150 0.0 0.1 0.0 0.121
H -3.79730 3.47370 -4.74670 -0.2 0.0 0.0 0.117
H -2.70950 1.32690 -4.21300 -0.1 0.1 0.0 0.084
H 2.17180 -1.96290 -3.19890 0.0 -0.1 0.0 0.100
H 4.49160 -2.60730 -3.72580 0.0 -0.1 0.1 0.117
H 5.73920 -1.43460 -5.50090 0.1 0.0 0.0 0.124
H 4.66860 0.41020 -6.74460 0.1 0.0 -0.1 0.124
H 2.34760 1.03960 -6.26720 0.0 0.1 -0.1 0.093
H -0.30410 -3.06430 -4.38020 0.1 -0.1 0.0 0.094
H -1.74910 -4.75500 -5.43600 0.0 -0.1 0.0 0.116
H -3.50210 -4.05780 -7.03230 0.0 0.0 -0.1 0.121
H -3.78120 -1.66860 -7.60240 -0.1 0.0 0.0 0.120
H -2.33260 0.02600 -6.56190 0.0 0.0 0.0 0.099